The following is a DFT calculation (wB97M-V/def2-TZVPD) of C42H59Br2N8O3RbSeSi as an isolated structure.

```
117
C42H59Br2N8O3RbSeSi wB97M-V/def2-TZVPD
Rb -0.03 -0.07 -0.23
C -5.94 0.91 -0.48
N -4.81 0.11 -0.93
C -4.96 -0.62 -2.17
C -3.64 0.04 -0.26
O -2.72 -0.68 -0.61
C -3.50 0.92 0.98
O -2.14 1.25 1.13
C -1.92 2.09 2.23
C -0.41 2.38 2.32
O 0.36 1.83 1.56
N -0.02 3.24 3.28
C -0.90 3.90 4.22
C 1.40 3.53 3.44
H -6.85 0.49 -0.92
H -5.87 1.95 -0.79
H -6.06 0.87 0.60
H -5.35 0.06 -2.94
H -5.66 -1.45 -2.06
H -4.00 -1.01 -2.48
H -3.85 0.34 1.85
H -4.09 1.84 0.90
H -2.26 1.62 3.15
H -2.47 3.03 2.10
H -1.94 3.66 4.04
H -0.79 4.99 4.15
H -0.65 3.60 5.25
H 1.96 2.92 2.74
H 1.71 3.31 4.46
H 1.59 4.59 3.24
C 1.55 -1.61 3.57
C 2.23 -2.33 2.43
C 3.25 -3.23 2.67
C 3.85 -3.83 1.55
C 3.41 -3.52 0.29
C 2.35 -2.59 0.10
N 1.79 -2.02 1.21
N 1.84 -2.25 -1.08
Si 2.22 -2.73 -2.65
C 1.05 -1.84 -3.82
C 1.98 -4.58 -2.95
C 3.97 -2.29 -3.20
H 1.58 -2.20 4.48
H 0.52 -1.40 3.31
H 2.06 -0.66 3.77
H 3.57 -3.46 3.68
H 4.65 -4.55 1.69
H 3.87 -3.98 -0.57
H 0.01 -2.07 -3.55
H 1.19 -2.13 -4.86
H 1.18 -0.76 -3.74
H 0.92 -4.85 -2.86
H 2.52 -5.18 -2.22
H 2.32 -4.88 -3.95
H 4.12 -1.20 -3.18
H 4.16 -2.62 -4.22
H 4.73 -2.73 -2.55
Br -2.73 4.90 -5.82
C -2.06 3.90 -4.37
C -2.92 3.37 -3.43
C -2.36 2.63 -2.41
N -1.05 2.41 -2.27
C -0.23 2.94 -3.18
C -0.70 3.69 -4.26
C 1.23 2.67 -3.00
C 2.20 3.38 -3.71
C 3.53 3.05 -3.50
Br 4.87 3.97 -4.45
C 3.86 2.05 -2.61
C 2.83 1.42 -1.94
N 1.55 1.73 -2.12
H -3.99 3.51 -3.50
H -2.99 2.18 -1.65
H -0.03 4.08 -5.01
H 1.94 4.17 -4.40
H 4.89 1.76 -2.44
H 3.03 0.62 -1.24
C -5.80 -3.72 4.63
C -5.73 -4.60 3.39
C -6.39 -3.97 2.16
C -5.62 -2.78 1.60
N -4.41 -3.19 0.89
C -3.12 -3.01 1.31
Se -2.60 -2.20 2.87
N -2.32 -3.53 0.36
C -0.86 -3.50 0.34
C -0.20 -4.86 0.52
C -0.30 -5.47 1.91
C -1.65 -6.10 2.24
C -3.09 -4.00 -0.70
C -2.73 -4.54 -1.92
C -3.76 -4.88 -2.79
C -5.10 -4.70 -2.43
C -5.45 -4.15 -1.21
C -4.42 -3.80 -0.35
H -5.54 -4.28 5.53
H -6.81 -3.33 4.78
H -5.11 -2.88 4.56
H -6.22 -5.56 3.58
H -4.69 -4.83 3.16
H -7.40 -3.63 2.42
H -6.50 -4.72 1.37
H -5.30 -2.09 2.39
H -6.23 -2.22 0.89
H -0.54 -2.82 1.13
H -0.55 -3.06 -0.61
H 0.86 -4.70 0.27
H -0.58 -5.57 -0.23
H -0.06 -4.70 2.65
H 0.48 -6.23 2.01
H -2.42 -5.35 2.39
H -1.60 -6.70 3.15
H -1.98 -6.77 1.43
H -1.69 -4.68 -2.19
H -3.52 -5.30 -3.75
H -5.87 -4.99 -3.13
H -6.49 -4.00 -0.94
```

Results
Energy relative to the best compared isomer or geometry (same formula, charge and spin), eV: 0.4262
Highest occupied orbital energy, eV: -5.96

=====

The following is a DFT calculation (wB97M-V/def2-TZVPD) of a 4-piece molecular cluster, C42H59Cl2F24N2O6 overall in a non-equilibrium geometry.

```
135
C42H59Cl2F24N2O6 wB97M-V/def2-TZVPD
C -8.44 3.98 2.84
C -8.16 3.87 1.45
C -7.50 5.12 0.68
O -7.70 6.31 1.01
O -6.66 4.75 -0.43
C -5.49 5.63 -0.33
C -4.36 5.10 -1.32
C -3.71 3.68 -0.86
C -2.29 3.87 -0.10
C -1.19 4.51 -1.05
C 0.02 3.57 -1.52
C 1.17 3.30 -0.46
O 1.22 4.47 0.41
C 2.52 4.64 1.01
C 3.48 5.58 0.13
C 3.23 7.11 0.62
C 3.96 7.43 2.02
C 2.87 7.76 3.18
C 3.54 8.24 4.56
C 3.16 3.23 1.41
N 2.18 2.08 1.48
C 1.53 2.26 2.79
Cl 0.19 3.46 3.19
C 1.94 1.51 3.94
C 3.11 0.44 3.96
Cl 1.12 1.75 5.57
C 1.31 1.88 0.25
C 2.01 0.96 -0.90
C 3.57 1.10 -1.08
N 4.13 1.14 -2.28
C 0.00 1.06 0.64
C 0.33 -0.36 1.40
C -0.96 0.59 -0.55
C -2.10 -0.42 0.06
H -7.62 4.34 3.54
H -9.50 3.72 3.18
H -8.35 2.94 0.81
H -5.15 5.82 0.73
H -5.84 6.65 -0.75
H -3.53 5.91 -1.33
H -4.71 5.01 -2.40
H -3.63 3.00 -1.77
H -4.48 3.23 -0.13
H -2.04 2.90 0.43
H -2.52 4.63 0.74
H -0.86 5.51 -0.60
H -1.73 4.80 -2.03
H -0.31 2.66 -2.14
H 0.50 4.23 -2.35
H 2.15 3.41 -1.08
H 2.34 5.22 2.00
H 4.57 5.32 0.33
H 3.22 5.52 -0.98
H 2.10 7.31 0.80
H 3.59 7.88 -0.14
H 4.60 6.57 2.42
H 4.63 8.36 1.98
H 2.22 6.85 3.42
H 2.14 8.58 2.86
H 3.47 9.39 4.66
H 4.58 7.83 4.75
H 2.87 7.83 5.41
H 3.55 3.35 2.49
H 4.08 3.04 0.77
H 2.78 1.22 1.51
H 3.31 0.01 5.00
H 3.00 -0.43 3.24
H 4.07 1.00 3.66
H 1.75 -0.14 -0.83
H 1.53 1.33 -1.89
H 4.28 1.13 -0.19
H 5.16 1.20 -2.10
H -0.70 1.59 1.39
H -0.42 -0.59 2.23
H 0.44 -1.22 0.64
H 1.36 -0.32 1.93
H -1.59 1.41 -1.02
H -0.46 -0.02 -1.38
H -2.43 -0.10 1.11
H -3.04 -0.34 -0.60
H -1.76 -1.51 0.03
C -5.02 -4.69 2.04
C -3.96 -3.58 1.86
C -3.29 -3.09 3.15
F -4.16 -2.55 4.02
F -2.38 -2.12 2.87
F -4.51 -2.55 1.17
F -2.98 -4.09 1.05
O -6.39 -4.28 2.07
C -6.92 -3.86 3.31
C -7.34 -2.38 3.30
F -6.31 -1.57 2.99
F -7.79 -2.00 4.51
F -6.04 -4.14 4.30
F -8.00 -4.63 3.54
H -4.95 -5.31 1.14
H -4.78 -5.37 2.86
H -2.76 -3.91 3.65
H -8.13 -2.21 2.56
C -0.64 -4.33 -1.12
C -1.70 -4.83 -2.12
C -1.44 -6.19 -2.76
F -0.30 -6.22 -3.47
F -2.44 -6.51 -3.62
F -1.89 -3.88 -3.07
F -2.88 -4.91 -1.44
O 0.35 -3.41 -1.61
C 1.49 -3.95 -2.24
C 1.58 -3.55 -3.72
F 0.50 -3.96 -4.42
F 2.66 -4.13 -4.30
F 1.52 -5.28 -2.05
F 2.56 -3.45 -1.57
H -1.19 -3.75 -0.37
H -0.19 -5.15 -0.55
H -1.39 -6.98 -2.00
H 1.67 -2.47 -3.83
C 4.66 -6.85 -4.78
C 4.05 -7.94 -3.87
C 4.60 -8.00 -2.44
F 5.91 -8.27 -2.40
F 3.98 -9.00 -1.75
F 4.16 -9.14 -4.49
F 2.71 -7.68 -3.79
O 5.71 -7.26 -5.67
C 7.02 -7.30 -5.17
C 7.61 -8.72 -5.16
F 6.86 -9.56 -4.42
F 8.85 -8.72 -4.62
F 7.06 -6.71 -3.96
F 7.76 -6.52 -5.99
H 3.86 -6.53 -5.45
H 4.94 -5.95 -4.22
H 4.41 -7.07 -1.91
H 7.66 -9.12 -6.17
```

Results
Energy relative to the best compared isomer or geometry (same formula, charge and spin), eV: 7.5458
Net charge: +1
Highest occupied orbital energy, eV: -10.62

=====

The following is a DFT calculation (wB97M-V/def2-TZVPD) of C42H60N7OSSi2Y as an isolated structure.

```
114
C42H60N7OSSi2Y wB97M-V/def2-TZVPD
Y 0.20 -0.39 0.15
C 2.43 1.52 3.89
C 2.36 2.89 3.77
C 1.72 3.44 2.67
C 1.17 2.59 1.72
N 1.23 1.27 1.84
C 1.85 0.74 2.90
C 0.42 3.10 0.53
C 0.54 4.41 0.09
C -0.24 4.83 -0.98
C -1.12 3.94 -1.55
C -1.16 2.64 -1.07
N -0.38 2.22 -0.07
H 2.91 1.04 4.73
H 2.78 3.54 4.53
H 1.63 4.52 2.57
H 1.86 -0.34 2.94
H 1.24 5.09 0.56
H -0.16 5.84 -1.35
H -1.77 4.22 -2.37
H -1.81 1.89 -1.50
C -1.39 1.13 3.48
Si -1.31 -0.76 3.51
C -3.10 -1.31 3.80
C -0.37 -1.17 5.10
N -0.53 -1.39 2.09
C -0.27 -2.78 2.04
C -0.87 -3.69 2.92
C -0.61 -5.05 2.91
C 0.27 -5.56 1.98
C 0.86 -4.69 1.07
C 0.61 -3.31 1.04
N 1.18 -2.46 0.08
Si 2.06 -3.18 -1.23
C 3.65 -4.10 -0.77
C 1.03 -4.43 -2.20
C 2.61 -1.87 -2.46
H -2.31 1.43 3.99
H -1.42 1.58 2.49
H -0.56 1.57 4.04
H -3.54 -0.64 4.54
H -3.20 -2.33 4.18
H -3.68 -1.24 2.88
H -0.79 -0.58 5.92
H 0.68 -0.91 5.02
H -0.43 -2.22 5.38
H -1.57 -3.32 3.65
H -1.10 -5.70 3.63
H 0.50 -6.61 1.94
H 1.52 -5.11 0.33
H 3.47 -5.07 -0.31
H 4.31 -3.55 -0.10
H 4.20 -4.28 -1.70
H 0.13 -4.72 -1.65
H 1.60 -5.35 -2.39
H 0.72 -4.03 -3.17
H 3.19 -1.06 -2.01
H 1.77 -1.41 -2.98
H 3.24 -2.36 -3.21
C 2.82 2.69 -3.06
C 1.57 1.95 -3.45
C 1.01 2.15 -4.71
C -0.12 1.44 -5.09
C -0.71 1.61 -6.46
C -0.72 0.56 -4.20
C -0.22 0.34 -2.89
C 0.96 1.06 -2.58
N -0.77 -0.46 -1.93
C -1.91 -1.34 -2.26
C -1.63 -2.26 -3.48
C -2.11 -2.24 -1.03
C -3.22 -0.57 -2.47
H 3.08 3.44 -3.81
H 3.67 2.01 -2.97
H 2.70 3.20 -2.10
H 1.47 2.84 -5.41
H -0.21 2.41 -7.01
H -1.77 1.84 -6.41
H -0.60 0.69 -7.04
H -1.59 0.02 -4.54
H 1.45 0.90 -1.62
H -0.56 -2.27 -3.70
H -2.15 -1.93 -4.38
H -1.94 -3.28 -3.27
H -1.24 -2.87 -0.86
H -2.98 -2.89 -1.16
H -2.31 -1.65 -0.12
H -3.17 0.14 -3.30
H -3.49 -0.02 -1.57
H -4.03 -1.27 -2.69
S -3.46 0.89 0.87
C -4.61 2.05 1.12
N -5.61 1.80 2.05
C -6.62 2.65 2.31
C -6.69 3.82 1.64
C -5.65 4.06 0.71
N -4.67 3.24 0.45
H -5.53 0.92 2.54
H -7.34 2.33 3.06
H -7.48 4.53 1.81
H -5.65 4.99 0.15
C 4.73 1.29 1.14
C 4.84 -0.15 1.69
C 3.91 -0.97 0.80
O 2.99 -0.02 0.24
C 3.78 1.13 -0.05
H 5.69 1.70 0.83
H 4.30 1.96 1.88
H 4.53 -0.19 2.74
H 5.86 -0.53 1.64
H 3.32 -1.73 1.30
H 4.46 -1.43 -0.02
H 3.10 1.98 -0.19
H 4.33 0.97 -0.98
```

Results
Energy relative to the best compared isomer or geometry (same formula, charge and spin), eV: 0.0705
Highest occupied orbital energy, eV: -5.89

=====

The following is a DFT calculation (wB97M-V/def2-TZVPD) of C42H61N4O2PSr as an isolated structure in a non-equilibrium geometry.

```
111
C42H61N4O2PSr wB97M-V/def2-TZVPD
Sr -0.43 -0.17 0.85
C -7.33 -0.93 -1.75
C -5.88 -1.06 -1.37
C -5.18 -2.22 -1.52
C -3.82 -2.36 -1.12
C -3.27 -3.64 -1.33
N -2.26 -4.23 -0.74
C -1.59 -3.80 0.48
C -1.13 -4.99 1.31
C -0.72 -4.52 2.70
N -1.89 -4.40 3.57
C -2.12 -3.57 4.55
C -1.52 -2.35 4.92
C -1.62 -2.09 6.32
C -1.05 -0.99 6.91
C -1.09 -0.78 8.40
C -0.49 -0.04 6.05
C -0.47 -0.16 4.67
C -0.06 1.03 3.95
N -0.09 1.23 2.69
C 0.20 2.58 2.22
C -1.06 3.27 1.68
C -1.50 2.83 0.28
N -2.01 1.47 0.22
C -3.20 1.28 -0.19
C -3.83 0.01 -0.51
C -5.17 0.05 -0.86
C -3.08 -1.22 -0.63
O -1.83 -1.27 -0.43
C -0.93 -1.37 4.03
O -0.87 -1.55 2.77
H -7.75 -1.89 -2.04
H -7.44 -0.25 -2.60
H -7.92 -0.52 -0.93
H -5.68 -3.09 -1.94
H -3.76 -4.25 -2.08
H -1.97 -5.13 -1.11
H -2.29 -3.19 1.05
H -0.73 -3.18 0.24
H -0.29 -5.49 0.83
H -1.94 -5.73 1.40
H -0.23 -3.55 2.65
H -0.03 -5.23 3.16
H -2.49 -5.21 3.54
H -2.90 -3.92 5.22
H -2.12 -2.82 6.94
H -1.37 -1.69 8.92
H -1.81 0.00 8.66
H -0.12 -0.45 8.77
H -0.10 0.87 6.49
H 0.23 1.86 4.61
H 0.94 2.52 1.41
H 0.62 3.19 3.02
H -0.85 4.34 1.62
H -1.88 3.14 2.39
H -0.63 2.86 -0.38
H -2.24 3.54 -0.09
H -3.83 2.15 -0.40
H -5.69 0.99 -0.79
C 3.48 5.09 -1.69
C 2.37 4.72 -2.69
C 1.57 3.49 -2.24
C 2.52 2.42 -1.69
C 3.23 2.95 -0.41
C 3.21 4.48 -0.32
P 1.69 0.78 -1.38
C 3.09 -0.45 -1.28
C 4.22 -0.34 -2.32
C 5.55 0.10 -1.71
C 6.03 -0.87 -0.62
C 4.85 -1.45 0.19
C 3.65 -0.51 0.15
C 0.89 0.30 -3.00
C -0.58 0.75 -3.05
C -1.34 -0.01 -4.15
C -0.49 -0.17 -5.43
C 0.62 0.88 -5.47
C 1.61 0.67 -4.31
H 3.55 6.18 -1.60
H 4.45 4.74 -2.04
H 2.81 4.52 -3.67
H 1.68 5.56 -2.82
H 1.00 3.11 -3.08
H 0.86 3.78 -1.47
H 3.28 2.24 -2.46
H 4.28 2.63 -0.43
H 2.79 2.52 0.49
H 3.96 4.80 0.40
H 2.24 4.82 0.05
H 2.56 -1.40 -1.45
H 3.96 0.33 -3.14
H 4.37 -1.33 -2.77
H 5.44 1.10 -1.28
H 6.30 0.18 -2.49
H 6.72 -0.36 0.04
H 6.58 -1.69 -1.08
H 5.16 -1.63 1.22
H 4.55 -2.42 -0.22
H 3.97 0.48 0.49
H 2.87 -0.86 0.84
H 0.86 -0.80 -2.92
H -0.64 1.82 -3.24
H -1.07 0.56 -2.09
H -2.26 0.53 -4.38
H -1.63 -1.00 -3.77
H -1.12 -0.08 -6.31
H -0.03 -1.16 -5.45
H 0.18 1.88 -5.42
H 1.16 0.82 -6.42
H 2.21 1.57 -4.20
H 2.30 -0.14 -4.58
```

Results
Energy relative to the best compared isomer or geometry (same formula, charge and spin), eV: 0.5826
Net charge: +2
Highest occupied orbital energy, eV: -12.92